The following is a quantum chemistry calculation of C12H6NO5V as an isolated structure in a non-equilibrium geometry, from the OMol25 dataset.

XYZ file:
```
25
Properties=species:S:1:pos:R:3:mulliken_spin:R:1
O 0.581 1.249 -1.846 0.137
C 0.122 0.903 -0.818 -0.056
V -0.776 0.576 0.611 1.603
C -1.078 2.316 1.290 -0.047
O -1.236 3.403 1.679 0.097
C 1.347 -1.976 -1.570 0.013
O 0.265 -2.440 -1.421 0.007
C 2.380 -1.141 -1.380 -0.003
O 2.783 -0.332 -0.559 0.017
C -2.370 -0.185 -0.088 -0.030
O -3.350 -0.596 -0.577 0.130
H 2.641 -1.562 -2.357 0.002
N 0.103 -0.427 1.913 0.056
C 0.672 -0.941 2.796 0.050
C 1.338 -1.395 3.942 0.004
C 1.045 -2.659 4.502 0.009
C 1.677 -3.047 5.684 -0.003
C 2.593 -2.191 6.308 0.009
C 2.890 -0.943 5.749 -0.003
C 2.272 -0.542 4.568 0.007
H 0.319 -3.308 4.003 0.001
H 1.445 -4.022 6.118 0.000
H 3.077 -2.499 7.235 0.000
H 3.602 -0.272 6.231 0.000
H 2.487 0.432 4.121 0.001
```

The spin multiplicity is 3. For the relative energy (zero: lowest compared OMol25 entry of this formula, charge and spin), the calculation gives 0.0 kcal/mol. Its charge is +2. The value obtained for the frontier orbital gap (spin up / spin down) is 3.80 / 4.03 eV. The total energy is -1834.93035 hartree. Its expectation value of S² is 2.0702.


The following is a quantum chemistry calculation of one molecule with the formula C7H8O3 in a non-equilibrium geometry, from the OMol25 dataset.

XYZ file:
```
18
Properties=species:S:1:pos:R:3:nbo_charge:R:1
C 0.348 0.648 -0.127 0.332
C -1.877 -0.507 0.068 0.700
C 0.357 -1.783 0.278 -0.124
C -1.157 0.729 -0.027 0.017
C 1.188 -0.543 0.082 0.147
C -1.902 1.895 -0.265 -0.682
C 2.645 -0.511 -0.114 -0.687
O 1.024 1.737 -0.287 -0.610
O -3.071 -0.667 0.186 -0.553
O -1.108 -1.601 0.139 -0.511
H 0.550 -2.663 -0.286 0.225
H 0.527 -2.075 1.390 0.220
H -2.042 2.356 0.739 0.261
H -2.890 1.641 -0.497 0.255
H -1.557 2.710 -0.755 0.256
H 3.220 -1.367 0.295 0.229
H 2.920 0.466 0.307 0.274
H 2.826 -0.466 -1.127 0.251
```

For the relative energy (zero: lowest compared OMol25 entry of this formula, charge and spin), the calculation gives 82.6 kcal/mol. Its charge is 0. The value obtained for the frontier orbital gap (spin up / spin down) is 7.50 / 7.09 eV. The total energy is -497.13292 hartree.


The following is a quantum chemistry calculation of C25H18F5N5O2V as an isolated structure in a non-equilibrium geometry, from the OMol25 dataset.

XYZ file:
```
56
Properties=species:S:1:pos:R:3:mulliken_spin:R:1
V 0.110 -0.332 -0.022 0.792
C -1.612 -0.325 4.055 0.009
C -1.353 0.977 4.465 0.011
C -0.617 1.814 3.647 0.001
C -0.160 1.328 2.429 0.030
N -0.445 0.076 2.025 0.001
C -1.143 -0.731 2.824 0.020
C 0.721 2.074 1.509 0.086
C 1.180 3.362 1.709 -0.051
C 2.090 3.901 0.809 0.077
C 2.535 3.125 -0.250 -0.045
C 2.026 1.848 -0.411 0.057
N 1.100 1.349 0.430 -0.031
C 2.369 0.926 -1.496 0.001
C 3.449 1.093 -2.356 0.010
C 3.680 0.147 -3.332 0.006
C 2.837 -0.957 -3.422 0.012
C 1.816 -1.086 -2.508 0.006
N 1.584 -0.172 -1.554 0.003
H -2.174 -1.010 4.673 0.001
H -1.715 1.334 5.420 0.001
H -0.391 2.824 3.956 0.001
H -1.331 -1.726 2.441 0.001
H 0.847 3.938 2.560 -0.003
H 2.458 4.909 0.943 0.008
H 3.253 3.518 -0.956 -0.004
H 4.096 1.952 -2.253 0.001
H 4.516 0.256 -4.011 0.001
H 2.992 -1.723 -4.168 0.001
H 1.160 -1.946 -2.505 0.003
C -1.195 -4.417 -1.027 0.000
C -0.559 -3.175 -0.491 0.011
N -0.987 -1.983 -0.796 -0.034
O -2.044 -1.969 -1.711 -0.002
C 0.580 -3.218 0.378 -0.017
C 1.187 -4.478 0.909 0.000
N 1.066 -2.014 0.669 -0.004
O 2.060 -1.865 1.448 0.031
H -2.264 -4.271 -1.159 0.000
H -1.013 -5.257 -0.360 0.000
H -0.772 -4.663 -2.004 0.001
H -2.281 -1.030 -1.731 0.000
H 0.527 -4.989 1.616 0.000
H 2.103 -4.210 1.434 -0.001
H 1.430 -5.185 0.113 0.000
F -0.301 2.172 -2.247 0.004
C -1.484 1.968 -1.615 0.072
C -1.619 0.924 -0.718 -0.080
C -2.877 0.830 -0.152 0.021
F -3.148 -0.159 0.738 0.001
C -3.927 1.692 -0.425 -0.007
F -5.122 1.551 0.162 0.000
C -3.727 2.720 -1.326 0.009
F -4.719 3.566 -1.615 0.001
C -2.492 2.862 -1.933 -0.008
F -2.299 3.857 -2.808 -0.001
```

The spin multiplicity is 2. For the relative energy (zero: lowest compared OMol25 entry of this formula, charge and spin), the calculation gives 0.0 kcal/mol. Its charge is 0. The value obtained for the frontier orbital gap (spin up / spin down) is 5.47 / 5.93 eV. The total energy is -2830.99544 hartree. Its expectation value of S² is 0.8262.


Q: What is the formula in the first record?
A: C12H6NO5V


Q: Which formula does entry 3 have?
A: C25H18F5N5O2V


Copy entry 1 word for word.
The following is a quantum chemistry calculation of C12H6NO5V as an isolated structure in a non-equilibrium geometry, from the OMol25 dataset.

XYZ file:
```
25
Properties=species:S:1:pos:R:3:mulliken_spin:R:1
O 0.581 1.249 -1.846 0.137
C 0.122 0.903 -0.818 -0.056
V -0.776 0.576 0.611 1.603
C -1.078 2.316 1.290 -0.047
O -1.236 3.403 1.679 0.097
C 1.347 -1.976 -1.570 0.013
O 0.265 -2.440 -1.421 0.007
C 2.380 -1.141 -1.380 -0.003
O 2.783 -0.332 -0.559 0.017
C -2.370 -0.185 -0.088 -0.030
O -3.350 -0.596 -0.577 0.130
H 2.641 -1.562 -2.357 0.002
N 0.103 -0.427 1.913 0.056
C 0.672 -0.941 2.796 0.050
C 1.338 -1.395 3.942 0.004
C 1.045 -2.659 4.502 0.009
C 1.677 -3.047 5.684 -0.003
C 2.593 -2.191 6.308 0.009
C 2.890 -0.943 5.749 -0.003
C 2.272 -0.542 4.568 0.007
H 0.319 -3.308 4.003 0.001
H 1.445 -4.022 6.118 0.000
H 3.077 -2.499 7.235 0.000
H 3.602 -0.272 6.231 0.000
H 2.487 0.432 4.121 0.001
```

The spin multiplicity is 3. For the relative energy (zero: lowest compared OMol25 entry of this formula, charge and spin), the calculation gives 0.0 kcal/mol. Its charge is +2. The value obtained for the frontier orbital gap (spin up / spin down) is 3.80 / 4.03 eV. The total energy is -1834.93035 hartree. Its expectation value of S² is 2.0702.


Q: What is the charge in the third record?
A: 0